Entry from the OMol25 dataset: a molecular structure, C2HNS3 at a distorted geometry (ωB97M-V with the def2-TZVPD basis set).

```
! RIJCOSX wB97M-V def2-TZVPD def2/J DEFGRID3
* xyz 0 1
C -1.730 -0.718 -0.653
C 0.381 -0.012 0.644
N -1.198 -0.004 -1.485
S 0.103 0.847 -0.775
S 1.987 0.229 1.231
S -2.130 -1.557 0.582
H 2.587 1.215 0.456
*
```

Output
HOMO energy   -9.1120 eV
Orbital gap   8.48 eV

---

Entry from the OMol25 dataset: a molecular structure, C2HNiO3 at a distorted geometry (ωB97M-V with the def2-TZVPD basis set).

```
! RIJCOSX wB97M-V def2-TZVPD def2/J DEFGRID3
* xyz 1 3
O -0.031 -0.636 0.145
C -1.292 -0.159 0.095
O -1.677 0.858 0.596
C 1.131 0.050 -0.306
O 1.038 1.090 -0.899
Ni 2.778 -0.290 0.749
H -1.947 -0.912 -0.380
*
```

Output
Expectation value of S²   2.008
HOMO energy (spin up / spin down)   -15.2818 / -15.3037 eV
Orbital gap (spin up / spin down)   8.54 / 6.49 eV

---

Entry from the OMol25 dataset: a single C2HO2P molecule at a distorted geometry (ωB97M-V with the def2-TZVPD basis set).

```
! RIJCOSX wB97M-V def2-TZVPD def2/J DEFGRID3
* xyz 0 1
C 0.202 0.323 -0.164
C 0.957 -0.683 0.249
O -1.172 0.105 -0.488
O 1.862 -1.388 0.547
P -2.423 0.326 0.491
H 0.574 1.317 -0.635
*
```

Output
HOMO energy (spin up / spin down)   -7.9404 / -7.9357 eV
Orbital gap (spin up / spin down)   7.11 / 7.08 eV

---

Entry from the OMol25 dataset: 2 unconnected molecules or ions with the total composition C2HO2S2 at a distorted geometry (ωB97M-V with the def2-TZVPD basis set).

```
! RIJCOSX wB97M-V def2-TZVPD def2/J DEFGRID3
* xyz -1 1
C 1.929 0.756 -0.002
C -2.021 -0.619 0.508
O 1.320 1.261 -0.825
O 2.576 0.340 0.847
S -0.277 -0.934 0.368
S -1.494 -1.274 -1.210
H -2.032 0.471 0.314
*
```

Output
HOMO energy   -2.5056 eV
Orbital gap   5.92 eV

---

Asked for energy above the lowest of the compared OMol25 structures with the same formula, charge and spin across the records above, the calculation gives 43.2; 6.7; 69.1; 43.4 kcal/mol in order.